{
  "formula": "C42H63BN5O2P2SV",
  "method": "the ωB97M-V functional and the def2-TZVPD basis",
  "homo_lumo_gap_ev": [7.607, 7.962],
  "relative_energy_kcal_mol": 20.63,
  "multiplicity": 3,
  "total_energy_ha": -4112.23883,
  "lumo_ha": [0.00668, 0.00664],
  "symbols": ["V", "C", "C", "C", "C", "P", "C", "N", "B", "N", "C", "P", "C", "C", "C", "C", "C", "C", "C", "C", "C", "C", "C", "C", "C", "C", "C", "C", "C", "C", "H", "H", "H", "H", "H", "H", "H", "H", "H", "H", "H", "H", "H", "H", "H", "H", "H", "H", "H", "H", "H", "H", "H", "H", "H", "H", "H", "H", "H", "H", "H", "H", "H", "H", "H", "H", "H", "H", "H", "H", "H", "H", "H", "H", "N", "N", "C", "O", "O", "H", "H", "H", "C", "C", "C", "C", "C", "C", "C", "C", "S", "C", "N", "C", "C", "C", "C", "C", "C", "C", "C", "H", "H", "H", "H", "H", "H", "H", "H", "H", "H", "H", "H", "H", "H", "H", "H"],
  "xyz": [[1.03, -1.02, -0.78], [1.99, -1.26, 5.51], [3.38, -1.72, 4.92], [4.53, -1.57, 5.95], [3.22, -3.20, 4.49], [3.58, -0.56, 3.48], [3.93, 1.07, 4.46], [2.94, 1.68, 3.56], [2.29, 0.71, 2.83], [1.00, 1.18, 2.41], [-0.22, 0.45, 2.14], [-0.86, 0.21, 0.44], [-2.27, -0.97, 0.97], [-1.62, -2.34, 1.19], [-3.30, -1.19, -0.18], [-3.05, -0.64, 2.32], [-1.65, 1.84, 0.00], [-2.61, 2.45, 1.04], [-0.52, 2.82, -0.22], [-2.37, 1.77, -1.40], [0.89, 2.51, 3.00], [-0.17, 3.40, 3.20], [0.09, 4.58, 3.90], [1.31, 4.94, 4.47], [2.32, 3.97, 4.43], [2.11, 2.79, 3.74], [5.02, -0.91, 2.36], [5.34, -2.40, 2.35], [4.57, -0.42, 1.00], [6.25, -0.17, 2.81], [1.81, -1.83, 6.47], [1.12, -1.39, 4.84], [1.99, -0.23, 5.82], [4.15, -1.71, 6.96], [4.91, -0.59, 5.96], [5.32, -2.26, 5.77], [2.85, -3.76, 5.35], [4.08, -3.70, 4.05], [2.42, -3.19, 3.71], [4.90, 1.54, 4.49], [3.61, 0.86, 5.52], [-0.94, 0.95, 2.84], [-0.06, -0.60, 2.40], [-1.01, -2.57, 0.30], [-2.37, -3.07, 1.41], [-0.91, -2.42, 2.01], [-2.84, -1.43, -1.13], [-3.95, -0.29, -0.24], [-4.01, -1.98, 0.06], [-3.62, 0.30, 2.30], [-2.37, -0.61, 3.15], [-3.74, -1.46, 2.49], [-2.35, 2.26, 2.06], [-3.61, 2.04, 0.96], [-2.71, 3.50, 0.82], [0.16, 2.98, 0.61], [-0.96, 3.78, -0.51], [0.18, 2.58, -1.05], [-3.30, 1.18, -1.33], [-1.71, 1.37, -2.17], [-2.60, 2.79, -1.67], [-1.20, 3.30, 2.82], [-0.70, 5.31, 3.98], [1.50, 5.92, 4.97], [3.34, 4.10, 4.85], [6.00, -2.53, 1.54], [5.83, -2.75, 3.27], [4.47, -2.97, 2.10], [3.63, -0.77, 0.65], [5.33, -0.70, 0.25], [4.63, 0.68, 1.02], [6.49, -0.41, 3.82], [6.13, 0.89, 2.67], [7.09, -0.43, 2.11], [1.61, 0.51, -1.76], [2.73, -2.23, -0.71], [2.43, -2.50, 0.57], [2.76, -3.44, 1.29], [1.71, -1.47, 1.10], [2.49, 0.30, -2.21], [1.24, 1.40, -2.07], [3.08, -3.04, -1.21], [-4.79, 3.08, -7.49], [-4.97, 1.89, -6.53], [-5.78, 0.77, -7.20], [-5.82, 2.35, -5.33], [-3.58, 1.36, -6.06], [-2.41, 1.78, -6.75], [-1.19, 1.19, -6.41], [-1.16, 0.23, -5.41], [0.13, -0.84, -5.02], [-0.92, -1.51, -3.77], [-2.14, -1.05, -3.74], [-2.31, -0.07, -4.70], [-3.53, 0.50, -5.01], [-0.54, -2.71, -2.99], [-1.16, -3.82, -3.52], [-1.19, -5.05, -2.85], [-0.53, -5.06, -1.61], [0.13, -3.94, -1.11], [0.09, -2.71, -1.76], [-5.70, 3.35, -7.98], [-4.13, 2.80, -8.32], [-4.38, 3.95, -7.03], [-6.74, 1.18, -7.55], [-5.96, -0.03, -6.50], [-5.29, 0.37, -8.11], [-6.65, 2.92, -5.73], [-5.24, 3.04, -4.70], [-6.21, 1.44, -4.80], [-2.42, 2.50, -7.54], [-0.26, 1.40, -6.87], [-4.38, 0.18, -4.45], [-1.61, -3.73, -4.48], [-1.67, -5.92, -3.18], [-0.45, -6.01, -1.04], [0.59, -3.96, -0.15]],
  "mulliken_charge": [-1.45, -1.62, 1.29, -1.80, -1.40, 1.60, -1.46, 0.24, -0.01, 0.46, -2.29, 0.92, 2.05, -1.75, -2.00, -1.78, 3.42, -2.32, -1.42, -2.32, 1.26, 0.32, -1.03, -0.87, -0.57, -1.08, 2.82, -2.27, -1.63, -2.11, 0.50, 0.18, 0.48, 0.42, 0.40, 0.39, 0.54, 0.28, 0.16, 0.39, 0.40, 1.31, -0.03, 0.22, 0.73, 0.11, 0.29, 0.42, 0.49, 0.24, 0.30, 0.53, 0.51, 0.38, 0.50, 0.05, 0.60, 0.03, 0.18, 0.18, 0.72, -0.01, 0.41, 0.35, 0.39, 0.68, 0.33, 0.39, 0.14, 0.54, 0.35, 0.36, 0.40, 0.49, -0.36, -0.47, -0.25, -0.89, 1.48, 0.14, 0.01, 0.24, -2.14, 2.18, -1.55, -1.68, 0.85, -0.87, -1.27, 0.69, -0.39, 1.10, -0.33, -1.21, 0.18, 0.34, -0.76, -1.08, -0.85, 0.23, 0.01, 0.46, 0.43, 0.43, 0.39, 0.38, 0.34, 0.51, 0.30, 0.33, 0.29, 0.46, 0.54, 0.56, 0.46, 0.34, 0.51]
}

{
  "formula": "C42H63N3OP2S3Ti",
  "method": "the ωB97M-V functional and the def2-TZVPD basis",
  "homo_lumo_gap_ev": 7.182,
  "relative_energy_kcal_mol": 1.10,
  "multiplicity": 1,
  "total_energy_ha": -4604.04708,
  "total_charge": 2,
  "lumo_ha": -0.18925,
  "symbols": ["Ti", "C", "C", "S", "C", "C", "S", "C", "C", "S", "H", "H", "H", "H", "H", "H", "H", "H", "H", "H", "H", "H", "C", "C", "C", "P", "C", "C", "C", "C", "C", "C", "C", "C", "C", "N", "C", "C", "C", "C", "C", "C", "P", "C", "C", "C", "C", "C", "C", "H", "H", "H", "H", "H", "H", "H", "H", "H", "H", "H", "H", "H", "H", "H", "H", "H", "H", "H", "H", "H", "H", "H", "H", "H", "H", "H", "H", "H", "H", "H", "H", "H", "H", "H", "H", "C", "H", "H", "H", "C", "N", "N", "C", "O", "C", "C", "C", "C", "C", "C", "C", "C", "C", "H", "H", "H", "H", "H", "H", "H", "H", "H", "H", "H", "H"],
  "xyz": [[-0.14, -0.53, -0.06], [3.50, -0.13, -1.49], [4.14, -1.46, -1.85], [3.45, -2.92, -1.05], [2.40, -3.68, -2.32], [0.92, -3.81, -1.96], [-0.19, -2.36, -2.05], [0.31, -1.58, -3.58], [1.54, -0.66, -3.52], [1.75, 0.15, -1.92], [4.06, 0.68, -1.94], [3.50, 0.02, -0.41], [5.18, -1.40, -1.51], [4.21, -1.62, -2.92], [2.77, -4.70, -2.45], [2.55, -3.18, -3.27], [0.82, -4.20, -0.95], [0.46, -4.54, -2.64], [-0.56, -1.01, -3.87], [0.45, -2.35, -4.34], [1.43, 0.12, -4.29], [2.45, -1.20, -3.75], [-2.28, -4.60, -0.06], [-2.49, -3.65, 1.12], [-3.79, -4.01, 1.85], [-2.32, -1.86, 0.67], [-3.94, -1.23, 0.04], [-4.47, -2.14, -1.07], [-5.01, -0.94, 1.09], [-1.99, -1.06, 2.27], [-2.04, -1.62, 3.54], [-1.65, -0.88, 4.64], [-1.17, 0.42, 4.48], [-1.06, 0.97, 3.22], [-1.48, 0.23, 2.11], [-1.40, 0.73, 0.77], [-2.40, 1.65, 0.41], [-3.29, 2.19, 1.35], [-4.27, 3.08, 0.96], [-4.41, 3.46, -0.36], [-3.54, 2.93, -1.30], [-2.55, 2.01, -0.93], [-1.36, 1.35, -2.13], [-0.44, 2.96, -2.43], [0.49, 3.04, -3.65], [0.30, 3.38, -1.16], [-2.40, 1.19, -3.67], [-1.67, 0.80, -4.96], [-3.58, 0.25, -3.43], [-2.28, -5.63, 0.31], [-1.33, -4.43, -0.57], [-3.08, -4.51, -0.79], [-1.66, -3.79, 1.82], [-4.63, -4.06, 1.16], [-4.05, -3.32, 2.65], [-3.68, -5.01, 2.29], [-3.66, -0.28, -0.43], [-4.91, -3.06, -0.67], [-3.70, -2.42, -1.79], [-5.26, -1.63, -1.62], [-5.41, -1.85, 1.53], [-5.84, -0.40, 0.63], [-4.62, -0.31, 1.90], [-2.40, -2.63, 3.69], [-1.72, -1.31, 5.63], [-0.88, 1.00, 5.35], [-0.69, 1.98, 3.08], [-3.22, 1.92, 2.39], [-4.94, 3.48, 1.71], [-5.17, 4.16, -0.67], [-3.65, 3.23, -2.33], [-1.26, 3.66, -2.59], [1.28, 2.29, -3.62], [0.97, 4.02, -3.65], [-0.05, 2.95, -4.59], [1.15, 2.73, -0.98], [-0.36, 3.35, -0.29], [0.67, 4.40, -1.28], [-2.79, 2.21, -3.82], [-0.59, 0.97, -4.94], [-1.84, -0.25, -5.20], [-2.06, 1.37, -5.80], [-3.22, -0.76, -3.23], [-4.21, 0.21, -4.32], [-4.20, 0.57, -2.59], [0.57, -2.25, 0.94], [1.62, -2.25, 0.67], [0.12, -3.21, 0.71], [0.48, -2.07, 2.01], [3.61, 1.39, 4.89], [2.83, 1.62, 3.69], [2.45, 0.59, 2.87], [1.79, 1.09, 1.80], [1.36, 0.33, 0.87], [1.76, 2.49, 1.96], [2.41, 2.77, 3.14], [2.66, 4.09, 3.78], [2.78, -0.78, 3.15], [3.81, -1.38, 2.46], [4.10, -2.72, 2.70], [3.37, -3.42, 3.65], [2.35, -2.80, 4.36], [2.04, -1.47, 4.10], [4.52, 0.85, 4.65], [3.04, 0.82, 5.62], [3.86, 2.36, 5.32], [1.30, 3.19, 1.29], [2.22, 4.88, 3.17], [3.73, 4.29, 3.87], [2.22, 4.15, 4.78], [4.38, -0.81, 1.73], [4.90, -3.20, 2.16], [3.61, -4.46, 3.85], [1.79, -3.35, 5.10], [1.23, -0.98, 4.62]],
  "mulliken_charge": [-1.68, -0.16, -1.18, -0.03, -0.98, -1.23, 0.91, -0.40, -1.37, 0.28, 0.74, -0.58, 0.57, 0.62, 0.61, 0.38, 0.44, 0.70, -0.80, 0.98, 0.65, 0.66, -1.27, 0.56, -1.96, 2.86, 2.94, -1.73, -1.64, -0.39, -0.73, -1.17, -1.15, -0.15, -0.06, 1.31, -0.66, -0.79, -1.01, -1.10, -0.48, -0.41, 2.03, 0.31, -1.45, -1.21, 0.53, -1.97, -1.66, 0.50, 0.11, 0.27, 0.72, 0.35, 0.37, 0.46, -1.85, 0.36, 0.29, 0.46, 0.29, 0.47, 0.30, 0.41, 0.46, 0.46, 0.93, 0.51, 0.44, 0.49, 0.41, 0.59, 0.15, 0.45, 0.42, 0.14, 0.10, 0.68, 1.02, 0.32, 0.65, 0.29, 0.24, 0.54, 0.24, -0.50, -0.12, 0.39, 0.05, -0.91, -0.29, 1.72, -0.46, 0.36, -0.65, 0.30, -1.94, -1.02, 0.00, -0.71, -0.66, -0.95, 0.22, 0.31, 0.30, 0.47, 0.47, 0.41, 0.43, 0.39, 0.52, 0.45, 0.47, 0.48, 0.74]
}